No. 1
Molecular formula: C3H13N2O
Method: DFT, ωB97M-V/def2-TZVPD

## Properties
energy above the lowest of the compared OMol25 structures with the same formula, charge and spin: 64.0 kcal per mole
HOMO: -0.53972 Ha
E_LUMO: -3.187 eV
E: -306.5338 Ha
charge: +1

Positions of all 19 atoms, in Å:
C  -0.858  -1.010  -0.481
N  -0.611  -0.795  -2.046
C  -1.620  0.131  0.112
N  -0.796  1.393  -0.114
C  0.300  1.372  0.942
H  -1.405  -1.860  -0.100
H  0.063  -1.094  0.069
H  -1.503  -0.634  -2.372
H  -0.360  -1.810  -2.439
H  -2.513  0.391  -0.482
H  -1.841  -0.151  1.143
H  -1.534  2.105  -0.354
H  -0.402  1.000  -0.971
H  0.256  0.286  1.438
H  1.301  1.500  0.524
H  0.130  2.094  1.701
H  2.768  -1.722  1.578
H  3.221  -0.268  1.898
O  3.092  -0.873  1.256

***

No. 2
Molecular formula: C3H13N2O
Method: DFT, ωB97M-V/def2-TZVPD

## Properties
energy above the lowest of the compared OMol25 structures with the same formula, charge and spin: 58.9 kcal per mole
HOMO: -0.49341 Ha
E_LUMO: -3.246 eV
E: -306.5419 Ha
charge: +1

Positions of all 19 atoms, in Å:
N  0.533  -0.889  -1.633
C  0.796  0.388  -0.985
C  -0.552  1.122  -0.519
N  -1.083  0.381  0.622
C  -0.862  1.010  1.989
H  -0.215  -1.365  -0.993
H  -0.083  -0.675  -2.507
H  1.350  -1.472  -1.783
H  1.679  0.351  -0.300
H  1.235  1.039  -1.833
H  -0.127  2.161  -0.377
H  -1.198  0.983  -1.448
H  -2.037  0.385  0.478
H  -1.305  0.361  2.735
H  -1.646  1.810  2.085
H  0.069  1.085  2.495
H  0.851  -2.927  0.612
H  1.269  -1.562  1.080
O  1.327  -2.185  0.282

***

No. 3
Molecular formula: C3H13N2O
Method: DFT, ωB97M-V/def2-TZVPD

## Properties
energy above the lowest of the compared OMol25 structures with the same formula, charge and spin: 25.7 kcal per mole
HOMO: -0.49956 Ha
E_LUMO: -3.107 eV
E: -306.5947 Ha
charge: +1

Positions of all 19 atoms, in Å:
N  -0.474  0.718  0.481
C  0.338  -0.511  0.682
C  1.254  -0.669  -0.540
N  0.537  -0.243  -1.738
C  -0.438  -1.170  -2.358
H  -0.550  0.656  -0.598
H  0.079  1.568  0.592
H  -1.272  0.846  1.095
H  -0.312  -1.316  1.016
H  0.955  -0.322  1.565
H  1.728  -1.638  -0.667
H  1.994  0.058  -0.409
H  1.078  0.299  -2.387
H  -0.828  -1.781  -1.546
H  -1.264  -0.592  -2.710
H  -0.011  -1.731  -3.176
H  -1.405  1.338  3.809
H  -0.778  2.718  3.454
O  -0.630  1.772  3.435

***

No. 4
Molecular formula: C3H13N2O3
Method: DFT, ωB97M-V/def2-TZVPD

## Properties
energy above the lowest of the compared OMol25 structures with the same formula, charge and spin: 4.4 kcal per mole
HOMO: -0.13354 Ha
E_LUMO: 3.914 eV
E: -457.3419 Ha
charge: -1

Positions of all 21 atoms, in Å:
C  -0.441  0.291  1.009
N  -0.525  1.020  -0.268
C  0.833  1.060  -0.984
O  1.903  1.394  -0.276
C  -0.765  -1.180  0.802
N  -2.222  -1.414  0.932
H  0.576  0.346  1.430
H  -1.111  0.768  1.721
H  -0.645  1.965  0.080
H  0.931  0.012  -1.369
H  0.551  1.733  -1.815
H  -0.323  -1.507  -0.134
H  -0.323  -1.818  1.575
H  -2.743  -0.613  0.590
H  -2.540  -2.226  0.416
H  -1.994  -0.479  -1.436
H  -1.141  -0.229  -2.738
O  -1.996  -0.494  -2.399
H  2.945  0.267  0.691
H  2.394  -0.334  1.965
O  3.168  -0.396  1.402